[1]
ORCA calculation (wB97M-V/def2-TZVPD) on a 3-piece molecular cluster, C22H46NO2 overall.

The geometry in ORCA input format:
```
! RIJCOSX wB97M-V def2-TZVPD def2/J DEFGRID3
* xyz 1 1
C 4.39 -0.61 2.08
O 3.89 -0.36 0.77
C 4.70 -0.87 -0.26
C 3.79 -1.26 -1.41
C 2.76 -2.29 -0.98
N 1.61 -1.69 -0.29
C 0.89 -0.75 -0.76
C -0.19 -0.24 0.17
C -0.21 1.30 -0.05
C 0.39 2.08 1.10
O 1.61 2.04 1.28
C 0.35 -0.84 1.48
C 1.07 -2.09 1.01
H 3.91 0.06 2.77
H 4.17 -1.64 2.37
H 5.46 -0.43 2.12
H 5.30 -1.72 0.08
H 5.37 -0.09 -0.61
H 3.32 -0.34 -1.76
H 4.37 -1.64 -2.24
H 2.41 -2.91 -1.80
H 3.23 -2.96 -0.27
H 1.12 -0.36 -1.74
H -1.10 -0.72 -0.17
H 0.40 1.56 -0.92
H -1.22 1.63 -0.30
H -0.23 2.68 1.77
H -0.37 -1.22 2.21
H 1.05 -0.23 2.04
H 0.34 -2.86 0.77
H 1.74 -2.57 1.71
C -4.15 -3.00 0.17
C -3.39 -3.54 1.38
C -2.57 -4.79 1.08
C -3.38 -6.02 0.64
C -4.44 -6.47 1.64
C -3.86 -6.88 3.00
H -4.90 -3.69 -0.20
H -4.67 -2.08 0.44
H -3.47 -2.77 -0.65
H -4.08 -3.72 2.20
H -2.70 -2.76 1.72
H -1.98 -5.04 1.96
H -1.85 -4.55 0.28
H -2.68 -6.84 0.47
H -3.86 -5.82 -0.32
H -4.98 -7.31 1.21
H -5.18 -5.67 1.79
H -3.14 -7.69 2.88
H -4.66 -7.24 3.66
H -3.36 -6.06 3.50
C 1.89 4.16 -2.34
C 1.18 4.83 -1.17
C -0.27 5.21 -1.47
C -0.45 6.22 -2.60
C 0.28 7.54 -2.40
C -0.18 8.32 -1.17
H 1.96 4.81 -3.21
H 2.90 3.87 -2.06
H 1.35 3.25 -2.65
H 1.74 5.71 -0.86
H 1.19 4.15 -0.32
H -0.73 5.60 -0.56
H -0.83 4.30 -1.73
H -1.52 6.42 -2.72
H -0.13 5.77 -3.55
H 0.12 8.16 -3.29
H 1.36 7.37 -2.35
H -1.25 8.53 -1.22
H 0.35 9.27 -1.09
H 0.02 7.76 -0.25
*
```

Kohn-Sham gap (eV): 9.213
Lowest unoccupied orbital energy (eV): -3.65
HOMO level (eV): -12.86

=====

[2]
ORCA calculation (wB97M-V/def2-TZVPD) on C20H66Cd2O23 as an isolated structure.

The geometry in ORCA input format:
```
! RIJCOSX wB97M-V def2-TZVPD def2/J DEFGRID3
* xyz 0 1
Cd -0.36 -0.62 2.71
Cd 2.36 -0.80 1.24
C -0.97 -4.58 3.85
C -1.94 -3.56 3.25
O -1.50 -2.24 3.41
H -1.26 -5.61 3.64
H -0.92 -4.54 4.94
H 0.04 -4.36 3.51
H -2.88 -3.72 3.79
H -2.11 -3.72 2.18
C 0.43 2.00 4.73
C -0.93 2.15 4.03
O -1.43 0.93 3.72
H 0.72 2.98 5.11
H 1.24 1.65 4.09
H 0.33 1.35 5.60
H -0.81 2.68 3.09
H -1.61 2.75 4.63
O 1.58 -1.16 3.06
H 1.69 -1.74 3.85
O 0.48 -0.08 0.93
H 0.26 0.28 0.05
C 2.40 -7.80 -0.25
C 2.36 -7.24 -1.59
O 1.23 -6.42 -1.58
C 1.06 -5.98 -0.41
O 0.51 -4.94 -0.07
O 1.72 -6.77 0.41
H 3.48 -7.77 -0.09
H 1.82 -8.71 -0.11
H 2.21 -7.88 -2.46
H 3.28 -6.75 -1.93
C 1.51 0.78 -5.82
C 0.11 0.56 -5.47
O -0.02 0.64 -4.11
C 1.00 1.29 -3.68
O 1.10 1.52 -2.51
O 1.81 1.58 -4.66
H 1.79 1.34 -6.71
H 1.96 -0.21 -5.76
H 0.08 -0.38 -6.03
H -0.49 1.35 -5.92
O 2.91 1.05 1.99
H 3.73 1.50 1.79
H 2.50 1.57 2.67
O 4.40 -1.28 1.26
H 5.13 -1.73 1.69
H 4.73 -1.05 0.39
O 3.93 -0.23 4.96
H 2.98 -0.21 4.92
H 4.20 -0.82 4.25
O 1.90 -2.55 0.26
H 0.96 -2.70 0.19
H 2.29 -3.42 0.36
O -4.46 1.94 0.54
H -3.78 1.34 0.85
H -5.20 1.38 0.33
O 2.90 0.09 -0.73
H 2.09 0.53 -1.00
H 3.58 0.51 -1.24
O 3.52 -2.12 -3.34
H 3.93 -1.61 -4.04
H 2.64 -1.75 -3.25
O -3.55 -0.71 4.36
H -2.92 -0.09 4.01
H -3.13 -1.56 4.26
C -3.08 -5.58 -1.48
C -2.38 -4.45 -0.78
O -3.42 -3.41 -0.59
H -3.99 -5.92 -0.98
H -2.52 -6.52 -1.47
H -3.24 -5.46 -2.56
H -1.58 -4.07 -1.42
H -1.89 -4.73 0.15
H -3.27 -2.94 0.24
C 2.02 4.75 -3.24
C 3.08 4.54 -2.26
O 2.70 5.08 -1.13
H 1.58 5.74 -3.16
H 1.21 4.04 -3.07
H 2.26 4.50 -4.27
H 4.00 5.08 -2.50
H 3.41 3.50 -2.15
H 2.17 4.43 -0.64
C 0.71 6.65 1.08
C 0.19 5.21 0.87
O 1.04 4.43 1.58
H 0.34 7.08 2.00
H 0.36 7.30 0.27
H 1.79 6.62 0.93
H 0.06 4.75 -0.11
H -0.74 5.28 1.43
H 0.49 3.84 2.11
C -3.26 0.18 -2.70
C -2.19 0.15 -1.60
O -2.84 -0.65 -0.57
H -3.02 0.62 -3.67
H -4.05 0.82 -2.29
H -3.75 -0.79 -2.71
H -1.85 1.07 -1.11
H -1.29 -0.27 -2.05
H -3.42 -1.28 -1.00
C -3.92 5.75 -0.14
C -3.06 4.62 -0.36
O -3.64 3.71 -1.33
H -4.36 6.18 -1.04
H -3.36 6.55 0.34
H -4.76 5.28 0.39
H -2.86 4.15 0.60
H -2.14 4.86 -0.89
H -4.10 3.02 -0.84
*
```

Kohn-Sham gap (eV): 5.902
Lowest unoccupied orbital energy (eV): -1.03
HOMO level (eV): -6.93

=====

[3]
ORCA calculation (wB97M-V/def2-TZVPD) on a 7-piece molecular cluster, C11H36N2O7 overall.

The geometry in ORCA input format:
```
! RIJCOSX wB97M-V def2-TZVPD def2/J DEFGRID3
* xyz 0 1
N 13.93 17.93 12.88
C 13.80 17.84 14.11
N 14.18 16.70 14.55
O 13.36 18.91 14.87
H 13.77 18.81 12.35
H 13.93 17.06 12.32
H 14.24 16.51 15.61
H 14.47 15.94 13.99
C 13.38 13.43 15.00
C 12.32 12.39 14.73
C 11.53 11.95 15.95
O 11.47 12.73 13.89
H 14.23 12.97 15.45
H 13.12 14.19 15.79
H 13.81 13.89 14.14
H 12.68 11.50 14.33
H 12.19 11.48 16.70
H 10.61 11.44 15.64
H 11.05 12.80 16.42
H 11.24 13.63 14.17
C 10.30 17.74 14.57
C 10.71 16.55 15.46
C 9.40 15.87 15.97
O 11.38 15.69 14.85
H 9.76 17.43 13.72
H 11.08 18.30 14.16
H 9.64 18.36 15.10
H 11.12 17.03 16.33
H 9.52 15.03 16.60
H 8.87 15.51 15.13
H 8.79 16.53 16.59
H 12.24 16.05 14.87
C 14.99 13.98 18.94
O 13.71 14.35 18.57
H 15.18 14.37 19.97
H 15.79 14.49 18.26
H 15.18 12.92 18.87
H 13.04 13.88 19.07
C 12.04 16.48 20.59
O 10.94 16.22 19.73
H 11.60 16.61 21.59
H 12.45 17.43 20.21
H 12.91 15.86 20.66
H 10.46 16.99 19.45
C 14.54 17.37 17.74
O 13.61 16.46 17.18
H 14.95 18.07 16.96
H 15.23 16.90 18.41
H 13.87 17.97 18.26
H 13.63 15.64 17.69
C 12.13 20.68 17.19
O 11.68 19.40 16.88
H 11.51 21.22 17.94
H 12.38 21.27 16.30
H 13.10 20.54 17.59
H 12.29 18.95 16.31
*
```

Structure (SMILES): NC(N)=O.CC(C)O.CC(C)O.CO.CO.CO.CO
Kohn-Sham gap (eV): 9.389
Lowest unoccupied orbital energy (eV): 0.38
HOMO level (eV): -9.01

=====

[4]
ORCA calculation (wB97M-V/def2-TZVPD) on a 3-piece molecular cluster, C18H32F6O7 overall.

The geometry in ORCA input format:
```
! RIJCOSX wB97M-V def2-TZVPD def2/J DEFGRID3
* xyz 0 1
C 4.59 -2.79 2.62
O 5.37 -1.87 1.86
C 4.83 -0.56 1.87
C 4.79 0.11 0.45
C 4.21 -0.80 -0.69
C 2.88 -1.56 -0.34
C 1.56 -0.87 -0.86
C 0.59 -0.51 0.32
C 1.17 0.55 1.31
O 0.61 1.87 1.09
C 1.61 2.77 1.61
O 0.20 -1.69 1.04
C -0.98 -1.45 1.79
H 4.78 -3.81 2.21
H 3.49 -2.63 2.54
H 4.88 -2.77 3.70
H 3.77 -0.56 2.25
H 5.40 0.10 2.57
H 4.29 1.11 0.47
H 5.85 0.33 0.17
H 3.96 -0.12 -1.54
H 4.97 -1.51 -1.09
H 2.95 -2.56 -0.84
H 2.74 -1.78 0.74
H 1.74 -0.01 -1.54
H 1.01 -1.64 -1.45
H -0.35 -0.12 -0.16
H 1.04 0.26 2.39
H 2.27 0.65 1.16
H 1.99 2.43 2.60
H 1.20 3.80 1.71
H 2.46 2.81 0.90
H -0.90 -0.64 2.55
H -1.19 -2.39 2.36
H -1.88 -1.25 1.16
C -1.91 -3.60 -1.34
C -1.79 -3.98 -2.80
O -2.97 -3.63 -3.53
C -3.10 -2.33 -3.82
O -2.32 -1.48 -3.51
C -4.37 -2.09 -4.63
F -5.44 -2.68 -4.07
F -4.26 -2.58 -5.87
F -4.66 -0.80 -4.73
H -2.81 -4.05 -0.90
H -1.04 -3.94 -0.77
H -2.01 -2.52 -1.21
H -1.68 -5.06 -2.88
H -0.90 -3.54 -3.26
C -1.88 2.78 0.47
C -3.11 3.17 -0.33
O -4.03 3.95 0.46
C -3.68 5.23 0.65
O -2.69 5.74 0.22
C -4.74 5.95 1.48
F -5.08 5.26 2.57
F -5.86 6.14 0.77
F -4.33 7.15 1.88
H -2.17 2.26 1.38
H -1.24 2.13 -0.12
H -1.31 3.66 0.77
H -3.66 2.27 -0.62
H -2.85 3.70 -1.25
*
```

Structure (SMILES): COCCCCC[C@H](COC)OC.CCOC(=O)C(F)(F)F.CCOC(=O)C(F)(F)F
Kohn-Sham gap (eV): 10.443
Lowest unoccupied orbital energy (eV): 0.49
HOMO level (eV): -9.95